1.
# C33H37AsAuBN6O

A molecular structure, C33H37AsAuBN6O (ωB97M-V/def2-TZVPD, the Open Molecules 2025 dataset).

Geometry as XYZ:
```
80
Properties=species:S:1:pos:R:3:mulliken_charge:R:1
Au -0.50902 0.33234 0.35668 1.06
C -1.45088 2.55033 -4.51292 -1.37
C -1.42420 2.51870 -3.02642 0.63
C -1.88437 3.46087 -2.13593 -1.10
C -1.62443 2.95638 -0.85596 0.44
N -1.03748 1.75970 -0.99474 -0.29
N -0.90684 1.48981 -2.32111 0.66
B -0.25863 0.19669 -2.82980 -0.61
N 1.26108 0.19319 -2.38760 0.77
N 1.63337 0.29514 -1.14129 0.25
C 3.00217 0.37667 -1.12990 -0.17
C 3.47933 0.25546 -2.46100 -1.24
C 2.37048 0.16973 -3.24533 0.55
C 2.24450 0.08008 -4.71923 -1.26
C 3.75177 0.64465 0.06391 0.74
C 5.13303 0.37133 0.09855 -0.56
C 5.87545 0.67256 1.22089 -0.90
C 5.26389 1.27974 2.31213 -0.41
C 3.90230 1.57426 2.28840 -0.80
C 3.14451 1.24894 1.18264 0.21
N -0.95768 -1.05585 -2.29966 0.82
N -1.27167 -1.21773 -0.99699 -0.47
C -1.89027 -2.39195 -0.85621 -0.52
C -1.97517 -3.00965 -2.11353 -1.34
C -1.38554 -2.14204 -3.00088 0.97
C -1.22190 -2.27789 -4.47217 -1.32
C -2.42400 -2.87107 0.41597 1.06
C -2.40659 -4.24193 0.69553 -0.65
C -2.95128 -4.72004 1.87419 -0.83
C -3.53285 -3.83665 2.77799 -0.52
C -3.55572 -2.47237 2.50451 -0.74
C -3.00158 -1.99030 1.33300 -0.10
C -1.92744 3.59207 0.43614 1.19
C -2.66901 4.77717 0.43302 -0.60
C -2.98327 5.42149 1.61655 -0.86
C -2.56279 4.89679 2.82972 -0.45
C -1.82024 3.72195 2.84907 -1.18
C -1.50606 3.08270 1.66364 0.12
H -1.94142 3.46124 -4.84513 0.39
H -1.99843 1.70054 -4.91750 0.29
H -0.44550 2.53571 -4.93136 0.24
H -2.34261 4.39695 -2.39056 0.51
H -0.27653 0.17989 -4.01338 -0.10
H 4.49759 0.31206 -2.79693 0.51
H 3.23710 0.07622 -5.16243 0.38
H 1.68554 0.92316 -5.12381 0.24
H 1.72785 -0.83183 -5.01546 0.20
H 5.60795 -0.09650 -0.75053 0.41
H 6.93198 0.44759 1.24720 0.45
H 5.85277 1.54033 3.18031 0.45
H 3.45411 2.08507 3.12813 0.52
H 2.09418 1.51056 1.13779 0.59
H -2.45790 -3.94095 -2.34578 0.60
H -1.66915 -3.21388 -4.79777 0.40
H -0.17192 -2.28893 -4.76059 0.19
H -1.71021 -1.46317 -5.00466 0.27
H -1.96240 -4.93019 -0.01170 0.46
H -2.94115 -5.78126 2.08078 0.42
H -3.98349 -4.21367 3.68578 0.43
H -4.02994 -1.78953 3.19494 0.46
H -3.05417 -0.93269 1.10974 0.52
H -3.01126 5.20138 -0.49873 0.33
H -3.55873 6.33574 1.58998 0.42
H -2.80688 5.40096 3.75361 0.42
H -1.48385 3.30863 3.78990 0.45
H -0.90346 2.17645 1.73010 0.15
C 2.14105 -2.47455 1.97080 -0.94
As 0.71476 -1.71396 2.99787 0.84
C 1.36884 -0.57489 4.39319 -1.10
C -0.30194 -3.11650 3.79201 -1.09
O -0.33925 -0.85686 2.00502 -0.61
H 2.95671 -2.76720 2.62956 0.44
H 2.49445 -1.73998 1.24783 0.14
H 1.75155 -3.34883 1.45056 0.39
H 2.30193 -0.96983 4.78967 0.42
H 0.61651 -0.55234 5.18231 0.41
H 1.52113 0.43095 4.00700 0.24
H 0.34222 -3.70408 4.44614 0.49
H -0.71976 -3.74406 3.00538 0.17
H -1.11131 -2.66902 4.36890 0.41
```

Output
multiplicity: 3
HOMO-LUMO gap (alpha / beta): 7.89 / 4.38 eV
net charge: +2
HOMO level (alpha / beta): -13.312 / -13.326 eV

2.
# C25H23ClO2PV

A molecular structure, C25H23ClO2PV at a distorted geometry (ωB97M-V/def2-TZVPD, the Open Molecules 2025 dataset).

Geometry as XYZ:
```
53
Properties=species:S:1:pos:R:3:mulliken_charge:R:1
C -0.73957 -2.06660 4.06728 -0.53
C -0.63083 -1.97015 2.64317 -0.28
C 0.73155 -2.22411 2.29095 -0.19
H -1.42738 -1.78840 1.91825 0.43
C 1.47065 -2.46626 3.49614 -0.52
C 0.56162 -2.36604 4.59291 -0.71
H 0.83955 -2.43294 5.63451 0.41
H -1.66189 -2.02881 4.63369 0.50
H 1.12534 -2.21877 1.27565 0.40
H 2.53685 -2.67946 3.53635 0.37
V 0.61800 -0.62362 3.58426 0.66
Cl 2.25324 0.73218 2.47006 -0.61
P 0.11707 0.18265 -1.32481 0.57
C 1.37714 -0.98218 -1.79901 0.31
C 1.16202 -1.84712 -2.89436 -0.24
H 0.21298 -1.81182 -3.43630 0.46
C 2.17942 -2.72494 -3.26058 -0.62
H 2.02362 -3.38664 -4.10852 0.40
C 3.38390 -2.77011 -2.54985 -0.44
H 4.17470 -3.45801 -2.85375 0.39
C 3.56702 -1.94789 -1.43036 -0.62
H 4.49355 -2.00320 -0.86271 0.43
C 2.57119 -1.06395 -1.03071 -0.17
H 2.68135 -0.43105 -0.14361 0.31
C -1.55526 -0.38568 -1.60227 0.52
C -1.87493 -1.75898 -1.42049 -0.41
H -1.10129 -2.46093 -1.09192 0.52
C -3.17042 -2.19048 -1.69467 -0.71
H -3.40298 -3.25008 -1.61982 0.40
C -4.16443 -1.27154 -2.05596 -0.45
H -5.17653 -1.61991 -2.25725 0.38
C -3.87020 0.09652 -2.11116 -0.59
H -4.65727 0.81484 -2.32972 0.41
C -2.57815 0.55814 -1.87719 -0.48
H -2.33691 1.62382 -1.91474 0.39
C 0.45065 1.85589 -1.75558 0.33
C 1.17186 2.13640 -2.93668 -0.52
H 1.49602 1.31793 -3.58188 0.39
C 1.45339 3.46690 -3.24016 -0.51
H 2.00628 3.70423 -4.15222 0.38
C 1.05258 4.50302 -2.38105 -0.42
H 1.29330 5.54025 -2.62992 0.38
C 0.36513 4.20620 -1.19259 -0.57
H 0.06384 5.01261 -0.52618 0.46
C 0.07599 2.88958 -0.85844 -0.43
H -0.41558 2.62913 0.08300 0.60
C -1.13335 2.40007 4.72827 -0.94
C -1.45879 2.50163 3.24723 0.66
O -2.23382 3.38625 2.82053 -0.73
O -0.86264 1.58915 2.52871 -0.47
H -1.68480 3.09796 5.36686 0.29
H -0.05885 2.59566 4.88475 0.22
H -1.31397 1.38862 5.12184 0.19
```

Output
multiplicity: 3
HOMO-LUMO gap (alpha / beta): 6.30 / 3.28 eV
HOMO level (alpha / beta): -6.790 / -6.314 eV

3.
# C3H12N2

2 unconnected molecules or ions with the total composition C3H12N2 at a distorted geometry (ωB97M-V/def2-TZVPD, the Open Molecules 2025 dataset).

Geometry as XYZ:
```
17
Properties=species:S:1:pos:R:3:mulliken_charge:R:1
C 3.18313 -1.85471 3.79071 -0.99
C 4.24996 -2.78447 3.90609 -0.83
H 3.31318 -1.07590 4.51705 0.31
H 2.14120 -2.41606 3.96552 0.26
H 3.05650 -1.34799 2.73859 0.31
H 4.18151 -3.09362 4.98269 0.26
H 4.23446 -3.66528 3.13601 0.33
H 5.23997 -2.12273 4.06148 0.24
N -2.36646 2.39748 -2.52275 -1.32
C -3.13759 1.46385 -3.51646 -1.58
N -4.29371 1.99717 -4.20112 -2.00
H -1.81779 3.06301 -3.02525 0.61
H -3.16148 2.81182 -2.00761 0.65
H -2.28297 1.15627 -4.33877 0.60
H -3.38834 0.50991 -2.97468 0.39
H -5.07596 2.33156 -3.58736 0.89
H -4.07561 2.62970 -4.92412 0.87
```

Output
multiplicity: 2
relative energy (zero: lowest compared OMol25 entry of this formula, charge and spin): 45.3 kcal per mole
HOMO-LUMO gap (alpha / beta): 1.21 / 7.44 eV
net charge: -1
HOMO level (alpha / beta): 1.546 / -4.746 eV